66
Properties=species:S:1:pos:R:3:forces:R:3 method="wB97M-V/def2-TZVPD" charge=-1 e_tot_ev=-57498.442 max_force_ev_per_a=8.081 spin_multiplicity=2 orbital_gap_ev="3.709 / 7.203"
Be 0.158 -0.314 0.033 0.1 -1.1 -0.7
N 0.394 2.753 0.883 -0.6 2.3 1.2
O 0.304 1.844 1.617 0.5 -4.6 6.6
O 0.587 3.905 1.293 0.6 1.4 -0.2
O 0.143 2.451 -0.228 -0.6 1.0 -7.7
F -0.015 -2.538 -0.970 -0.1 0.9 0.4
C -2.902 -2.102 -2.245 1.1 -0.4 -0.4
O -3.005 -0.877 -3.009 -0.6 -0.7 0.1
C -2.120 0.091 -2.854 2.6 -0.6 3.4
O -1.151 0.104 -2.062 -2.6 0.2 -2.8
O -2.529 1.084 -3.618 -0.4 1.2 -0.6
C -1.708 2.238 -3.760 1.3 0.1 -0.1
H -1.960 -2.607 -2.459 0.3 0.3 0.2
H -3.662 -2.783 -2.628 -0.4 0.5 0.2
H -2.911 -1.952 -1.165 -0.3 0.3 -0.2
H -1.367 2.740 -2.854 -0.6 -0.4 0.6
H -2.208 2.973 -4.392 -0.2 -0.4 0.0
H -0.767 1.933 -4.216 0.0 0.0 -0.3
C 2.451 2.790 -2.938 0.3 0.2 1.2
O 2.825 1.504 -3.458 -0.1 -0.1 -0.2
C 2.448 0.388 -2.788 -2.2 0.0 2.2
O 1.859 0.403 -1.690 2.1 -0.5 -3.3
O 2.738 -0.655 -3.601 0.7 2.0 0.4
C 2.477 -2.003 -3.274 -0.8 -0.3 0.0
H 3.311 3.265 -2.467 0.4 -0.2 -0.2
H 1.742 2.735 -2.111 -0.4 -0.4 -0.3
H 2.109 3.479 -3.710 -0.1 -0.6 -0.3
H 2.928 -2.556 -4.098 0.1 -0.1 0.2
H 1.396 -2.136 -3.322 0.0 -0.3 0.5
H 2.880 -2.318 -2.312 -0.2 0.2 0.0
C -2.428 -2.775 1.993 0.8 0.1 -0.6
O -2.169 -2.056 3.205 0.3 0.6 0.9
C -1.016 -1.374 3.359 1.8 0.8 -3.2
O -0.147 -1.192 2.481 -2.2 -1.0 2.7
O -0.995 -0.813 4.575 -0.4 -0.3 0.8
C 0.165 -0.087 4.990 0.7 0.8 -1.0
H -1.687 -3.570 1.911 -0.2 -0.2 -0.1
H -2.326 -2.168 1.094 0.2 0.3 0.3
H -3.455 -3.140 2.022 0.2 0.0 0.4
H -0.030 0.604 5.811 -0.8 -0.5 0.2
H 0.500 0.581 4.196 0.0 -0.3 -0.4
H 1.006 -0.719 5.276 -0.2 -0.4 -0.1
C -3.184 2.800 -0.074 0.3 -0.4 1.0
O -3.882 1.876 0.780 -0.8 -2.2 0.8
C -3.364 0.618 0.993 2.4 0.2 -0.7
O -2.260 0.193 0.600 -3.9 1.5 1.0
O -4.156 -0.177 1.763 1.1 -0.5 -0.8
C -5.325 0.237 2.398 -0.9 1.3 0.4
H -2.202 2.862 0.395 0.4 0.2 -1.1
H -3.690 3.757 0.050 -0.1 -0.2 0.0
H -3.274 2.441 -1.099 0.6 0.1 0.0
H -5.156 1.231 2.812 -0.4 0.2 -0.2
H -5.626 -0.385 3.242 0.9 -0.5 -0.1
H -6.199 0.197 1.747 0.1 0.4 -0.4
C 4.023 -1.834 2.894 0.4 -0.1 0.9
O 4.572 -1.305 1.728 2.1 0.1 -1.0
C 3.826 -0.936 0.725 -4.7 0.9 -0.7
O 2.576 -1.024 0.739 4.2 0.1 -0.3
O 4.511 -0.333 -0.292 0.2 -0.2 0.7
C 5.958 -0.339 -0.331 0.0 -1.1 -0.3
H 3.625 -1.003 3.476 -0.6 -0.3 0.0
H 4.924 -2.179 3.402 -0.2 -0.3 0.3
H 3.342 -2.667 2.719 -0.2 0.4 0.0
H 6.299 -1.355 -0.529 -0.1 -0.3 0.2
H 6.491 -0.008 0.561 -0.6 0.3 0.1
H 6.305 0.204 -1.210 -0.6 0.4 0.2



39
Properties=species:S:1:pos:R:3:forces:R:3 method="wB97M-V/def2-TZVPD" charge=+3 e_tot_ev=-71824.227 max_force_ev_per_a=8.570 spin_multiplicity=1 orbital_gap_ev=6.485 relative_energy_kj_mol=0.0
I -2.183 0.323 -3.137 0.5 -0.2 0.3
I 0.489 0.164 -3.551 -0.4 0.1 0.8
Hf -0.180 0.159 -0.015 2.3 -2.5 -5.4
P -0.382 -3.271 -0.586 0.1 -0.7 0.8
C -0.718 -4.076 0.976 -0.5 0.2 0.0
C -1.460 -3.795 -1.862 -0.3 -0.5 -0.4
H -1.355 -4.873 -2.065 0.1 0.3 0.2
H 1.539 -4.535 -1.243 -0.2 0.1 0.1
H -1.248 -3.267 -2.782 0.1 0.2 -0.3
H 1.508 -2.934 -1.977 0.0 0.0 -0.1
H -1.746 -3.815 1.278 0.3 -0.2 -0.1
H -2.490 -3.606 -1.588 -0.3 0.0 0.1
C 1.308 -3.480 -1.056 0.3 0.1 -0.3
H -0.643 -5.170 0.890 0.1 0.3 -0.1
H 1.984 -3.113 -0.291 0.1 0.0 0.2
H -0.034 -3.699 1.740 0.0 -0.2 -0.1
P -0.348 2.743 -0.420 0.1 5.1 -0.9
C -0.490 3.800 1.112 0.2 -0.8 0.5
C 1.253 3.452 -1.093 0.4 -0.6 0.1
H -1.624 3.182 -2.484 -0.1 0.5 0.6
H -1.202 4.762 -1.703 0.1 -1.0 0.5
H -2.526 3.740 -1.016 0.5 -0.1 -0.4
C -1.535 3.712 -1.511 -0.6 -0.9 -0.4
H 1.511 2.886 -1.999 0.2 0.3 0.2
H 1.167 4.540 -1.346 -0.3 -1.0 0.4
H -0.292 4.879 0.910 -0.1 -0.9 -0.2
H 0.252 3.419 1.845 -0.5 0.5 -0.2
H 2.043 3.319 -0.327 -0.2 0.1 -0.5
H -1.507 3.679 1.510 0.3 0.2 0.1
C -1.359 0.743 1.651 -3.7 2.0 7.5
O -1.775 1.043 2.691 1.7 -1.3 -4.9
F 1.202 1.023 3.974 0.6 -0.7 -1.4
C 2.047 0.669 2.975 2.0 1.9 2.7
F 2.422 1.816 2.341 -0.6 -1.6 0.1
F 3.123 0.053 3.493 -1.7 0.6 -1.1
S 1.143 -0.447 1.839 1.1 -4.2 3.1
O 1.969 -0.658 0.577 -2.0 1.5 -0.1
O 0.787 -1.670 2.606 0.6 2.7 -1.5
O -0.649 -1.698 -0.355 -0.1 0.5 0.1



15
Properties=species:S:1:pos:R:3:forces:R:3 method="wB97M-V/def2-TZVPD" smiles=CC(C)CC#N e_tot_ev=-6819.631 max_force_ev_per_a=3.310 spin_multiplicity=1 orbital_gap_ev=11.443 relative_energy_kj_mol=131.6
C -0.442 1.483 -0.329 0.1 0.0 -0.1
C -0.462 0.102 0.335 0.1 -0.1 -0.2
C -0.691 -1.040 -0.703 0.2 -0.2 -0.5
C 0.853 -0.124 1.153 0.1 0.0 0.1
C 1.775 -0.689 0.169 -0.1 -0.6 -0.8
N 1.841 -1.286 -0.825 2.5 0.5 1.0
H -0.233 2.289 0.386 0.0 -0.2 -0.1
H -1.404 1.712 -0.803 0.2 -0.1 0.1
H 0.329 1.512 -1.105 0.0 0.1 0.0
H -1.251 0.114 1.108 0.1 -0.3 -0.5
H -1.393 -0.693 -1.464 -0.3 -0.1 0.2
H -1.124 -1.907 -0.177 0.2 0.1 -0.4
H 0.284 -1.381 -1.316 -2.9 0.9 1.4
H 0.712 -0.882 1.932 0.0 0.1 -0.1
H 1.206 0.790 1.640 0.0 -0.1 -0.2



14
Properties=species:S:1:pos:R:3:forces:R:3 method="wB97M-V/def2-TZVPD" charge=+2 e_tot_ev=-10728.091 max_force_ev_per_a=4.204 spin_multiplicity=1 orbital_gap_ev="9.155 / 9.156" relative_energy_kj_mol=356.3
C -0.927 0.195 -1.226 0.8 -1.3 1.0
C 1.184 0.110 -0.170 1.6 -1.7 0.6
N -0.545 1.321 -1.766 -1.1 1.0 -3.9
N -1.930 -0.535 -1.050 -2.6 -0.1 0.6
N 1.460 0.377 1.491 -0.1 0.6 1.2
O 1.675 0.849 -0.949 0.3 -0.9 1.7
O 0.140 2.196 -1.297 -0.5 1.0 1.1
H 1.012 -0.997 -0.189 0.0 1.0 -0.3
H -0.574 1.374 -2.855 -0.2 -0.6 1.3
H -1.982 -1.524 -0.635 0.7 1.6 -0.9
H -2.891 -0.119 -1.182 0.8 -0.5 0.0
H 1.337 -0.354 2.242 0.4 -0.1 -1.5
H 1.131 1.170 2.055 -1.0 0.6 -0.9
H 2.427 0.678 1.467 1.0 -0.5 -0.1



15
Properties=species:S:1:pos:R:3:forces:R:3 method="wB97M-V/def2-TZVPD" e_tot_ev=-18754.581 max_force_ev_per_a=4.525 spin_multiplicity=1 orbital_gap_ev="8.899 / 7.608" relative_energy_kj_mol=462.9
C -1.631 -0.687 1.026 -2.9 -1.0 -3.3
C 1.242 -0.089 -1.461 -1.2 -1.5 2.5
C -1.497 0.772 0.874 -2.3 1.1 0.7
N 1.677 1.606 0.152 -1.7 -0.1 -2.5
N 0.867 1.083 -0.793 -1.9 1.7 0.9
Cl -0.610 1.502 2.144 0.3 0.4 0.6
H -1.454 -1.223 0.041 0.7 0.4 1.2
H -2.672 -1.095 1.169 0.2 1.2 -0.1
H -1.225 -1.095 1.873 2.1 -1.0 1.6
H 0.635 -1.029 -1.192 0.7 1.1 0.6
H 0.912 -0.002 -2.412 -0.4 0.5 -3.5
H 2.249 -0.345 -1.387 2.1 -0.5 0.0
H -2.436 1.421 0.722 1.7 -1.2 -0.4
H 2.450 1.044 0.243 2.4 -1.1 1.5
H 1.172 2.034 0.906 0.3 0.0 0.3



104
Properties=species:S:1:pos:R:3:forces:R:3 method="wB97M-V/def2-TZVPD" charge=+1 e_tot_ev=-71361.691 max_force_ev_per_a=0.509 spin_multiplicity=3 orbital_gap_ev="7.493 / 7.607" relative_energy_kj_mol=0.0
W -0.516 0.937 -0.439 0.0 0.0 -0.1
C -4.062 1.800 -2.493 0.0 0.0 0.0
C -3.331 0.492 -2.805 0.0 0.0 -0.1
C -4.272 -0.506 -3.480 0.0 0.0 -0.1
P -2.527 -0.165 -1.294 0.1 -0.1 0.1
C -2.208 -1.950 -1.520 0.0 0.0 -0.1
C -1.289 -2.191 -2.720 0.1 0.0 0.0
C -1.625 -2.567 -0.249 0.0 0.0 0.1
C -3.640 0.044 0.100 -0.2 -0.1 0.0
C -4.926 -0.480 0.202 0.0 0.0 0.0
C -5.727 -0.208 1.303 0.0 0.0 0.0
C -7.120 -0.765 1.412 0.0 0.0 0.0
C -5.198 0.607 2.305 0.0 0.0 0.0
C -3.913 1.120 2.234 -0.1 0.0 0.0
C -3.127 0.827 1.128 0.4 0.1 0.1
N -1.780 1.299 0.993 -0.1 -0.1 0.1
C -1.141 1.871 2.157 -0.2 -0.2 -0.2
C -0.884 3.240 2.200 0.1 0.1 0.0
C -1.361 4.195 1.135 0.0 0.0 0.0
C -0.188 3.739 3.299 0.0 0.0 0.0
C 0.214 2.926 4.346 0.0 0.0 0.0
C 0.957 3.482 5.529 0.0 0.0 0.0
C -0.104 1.567 4.289 0.1 0.0 0.0
C -0.777 1.019 3.213 0.1 -0.1 0.0
C -1.123 -0.447 3.207 0.0 0.0 0.0
H -4.414 2.247 -3.422 0.0 0.0 0.0
H -3.429 2.530 -1.994 0.1 0.1 0.1
H -4.927 1.622 -1.852 0.0 0.0 0.0
H -2.492 0.708 -3.472 0.0 0.0 0.0
H -5.086 -0.814 -2.825 0.0 0.0 0.1
H -3.761 -1.399 -3.837 0.0 0.0 0.0
H -4.727 -0.020 -4.345 0.0 0.0 0.0
H -3.194 -2.386 -1.713 0.0 -0.1 0.0
H -0.300 -1.750 -2.560 -0.1 0.0 0.0
H -1.696 -1.803 -3.654 0.0 0.0 0.0
H -1.140 -3.266 -2.842 0.0 0.0 0.0
H -0.651 -2.136 0.011 0.0 0.0 -0.1
H -1.441 -3.628 -0.420 -0.1 0.0 0.0
H -2.296 -2.467 0.605 0.0 0.0 0.0
H -5.317 -1.116 -0.582 0.0 0.0 0.0
H -7.345 -1.432 0.581 0.0 0.0 0.0
H -7.863 0.035 1.410 0.0 0.0 0.0
H -7.246 -1.325 2.338 0.0 0.0 0.0
H -5.807 0.839 3.171 0.0 0.0 0.0
H -3.522 1.733 3.036 0.0 0.0 0.0
H -2.190 3.782 0.559 0.0 0.0 0.0
H -0.562 4.462 0.440 0.0 0.0 0.0
H -1.706 5.117 1.601 0.0 0.0 0.0
H 0.029 4.801 3.337 0.0 0.0 0.0
H 1.269 4.510 5.356 0.0 0.0 0.0
H 1.845 2.887 5.747 0.0 0.0 0.0
H 0.330 3.467 6.422 0.0 0.0 0.0
H 0.190 0.916 5.105 0.0 0.0 0.0
H -0.467 -0.992 3.882 0.0 0.0 0.0
H -1.035 -0.900 2.218 0.0 0.0 0.0
H -2.153 -0.609 3.534 0.0 0.0 0.0
C 4.923 0.169 -3.700 0.0 0.0 0.0
C 3.634 0.543 -2.985 0.2 0.0 0.2
C 3.856 1.726 -2.055 0.0 0.1 0.0
C 2.518 0.809 -3.978 -0.1 0.0 -0.1
O 3.274 -0.616 -2.207 -0.3 -0.2 -0.2
Si 2.519 -0.864 -0.810 -0.1 -0.4 0.2
O 1.082 -0.030 -0.660 -0.2 0.5 0.0
O 2.004 -2.400 -0.704 -0.1 0.0 -0.1
C 2.671 -3.643 -1.021 0.0 0.1 0.1
C 4.103 -3.598 -0.506 0.0 -0.1 0.0
C 1.872 -4.718 -0.308 0.0 -0.1 0.0
C 2.634 -3.846 -2.527 0.0 0.0 -0.1
O 3.518 -0.437 0.380 0.2 0.3 -0.1
C 3.386 -0.084 1.759 -0.1 -0.1 0.0
C 2.886 1.350 1.857 -0.1 0.1 0.1
C 4.780 -0.197 2.358 0.0 0.0 0.0
C 2.430 -1.060 2.427 -0.1 0.0 0.1
H 5.234 0.970 -4.373 0.0 0.0 0.0
H 4.776 -0.738 -4.289 0.0 0.0 0.0
H 5.721 -0.010 -2.980 0.0 0.0 0.0
H 4.219 2.584 -2.622 0.0 0.0 0.0
H 4.594 1.474 -1.293 0.0 0.0 0.0
H 2.928 2.027 -1.559 0.0 -0.1 0.0
H 2.710 1.728 -4.534 0.0 0.0 0.0
H 1.557 0.920 -3.471 0.1 0.0 0.0
H 2.441 -0.017 -4.686 0.0 0.0 0.0
H 4.117 -3.403 0.567 0.0 0.0 0.0
H 4.681 -2.819 -1.008 0.0 0.0 0.0
H 4.595 -4.554 -0.689 0.0 0.0 0.0
H 1.843 -4.520 0.765 0.0 0.0 0.0
H 2.320 -5.700 -0.468 0.0 0.0 0.0
H 0.846 -4.742 -0.684 0.0 0.0 0.0
H 3.170 -3.046 -3.039 0.0 0.0 0.0
H 1.602 -3.860 -2.881 0.0 0.0 0.0
H 3.098 -4.798 -2.790 0.0 0.0 0.0
H 3.585 2.032 1.373 0.0 0.0 0.0
H 2.778 1.642 2.903 0.0 0.0 0.0
H 1.905 1.471 1.382 0.1 -0.1 0.1
H 5.469 0.457 1.824 0.0 0.0 0.0
H 5.147 -1.221 2.279 0.0 0.0 0.0
H 4.771 0.091 3.411 0.0 0.0 0.0
H 1.430 -0.990 1.989 0.0 0.0 0.0
H 2.348 -0.851 3.496 0.0 0.0 0.0
H 2.781 -2.085 2.299 0.0 0.0 0.0
F 0.600 3.256 -1.582 0.0 0.1 0.0
C -0.613 2.613 -1.765 0.4 -0.1 -0.2
F -0.581 2.106 -3.052 -0.1 0.1 -0.1
H -1.387 3.377 -1.729 -0.1 0.0 0.1